{"formula": "C27H51N2O2P3Tl", "method": "the ωB97M-V functional and the def2-TZVPD basis", "symbols": ["Tl", "P", "P", "P", "H", "C", "C", "H", "C", "C", "C", "C", "C", "C", "C", "C", "C", "H", "H", "H", "H", "H", "H", "H", "H", "H", "H", "H", "H", "H", "H", "H", "H", "H", "H", "H", "H", "H", "H", "H", "H", "H", "H", "H", "H", "H", "C", "C", "C", "C", "C", "C", "O", "H", "H", "H", "H", "H", "H", "C", "C", "N", "C", "C", "C", "O", "C", "C", "C", "C", "N", "C", "H", "H", "H", "H", "H", "H", "H", "H", "H", "H", "H", "H", "H", "H"], "positions_angstrom": [[1.60, 1.06, -1.47], [-1.00, -1.64, 1.50], [3.51, -0.76, 0.30], [-0.10, -1.92, -2.16], [-1.55, 3.29, -1.87], [-2.31, 2.67, -2.33], [-3.38, 2.21, -1.67], [-3.68, 2.53, -0.67], [-1.57, -1.12, 3.18], [-0.36, -3.30, 1.99], [-2.64, -2.21, 0.88], [4.96, 0.12, -0.45], [4.04, -0.46, 2.03], [4.18, -2.45, 0.04], [-1.74, -1.57, -2.92], [-0.08, -3.76, -2.17], [0.90, -1.67, -3.68], [-2.21, 2.49, -3.42], [-4.11, 1.59, -2.21], [-2.41, -0.43, 3.09], [-0.73, -0.61, 3.68], [-1.86, -2.01, 3.77], [0.58, -3.16, 2.54], [-0.16, -3.91, 1.10], [-1.09, -3.81, 2.64], [-3.30, -1.35, 0.81], [-3.07, -2.96, 1.55], [-2.53, -2.64, -0.13], [5.90, -0.39, -0.13], [4.98, 1.18, -0.15], [4.85, 0.09, -1.54], [5.13, -0.61, 2.15], [3.48, -1.11, 2.72], [3.78, 0.58, 2.28], [5.24, -2.52, 0.33], [4.07, -2.69, -1.02], [3.58, -3.18, 0.60], [-1.72, -1.81, -4.00], [-1.97, -0.50, -2.80], [-2.52, -2.16, -2.43], [-0.19, -4.15, -3.19], [-0.88, -4.15, -1.52], [0.90, -4.08, -1.77], [0.53, -2.32, -4.49], [1.95, -1.90, -3.48], [0.81, -0.62, -3.99], [3.65, 0.54, -5.13], [4.79, 1.29, -5.51], [4.76, 2.00, -6.71], [3.64, 1.96, -7.56], [2.57, 1.12, -7.22], [2.60, 0.36, -6.04], [3.46, 0.14, -3.82], [4.29, 0.31, -3.33], [5.65, 1.35, -4.83], [5.62, 2.61, -6.99], [3.59, 2.57, -8.46], [1.70, 1.05, -7.87], [1.80, -0.34, -5.79], [-3.75, 1.17, 6.01], [-4.08, 2.39, 5.17], [-3.12, 2.62, 4.07], [-3.65, 3.28, 2.84], [-3.24, 4.73, 2.67], [-1.82, 2.88, 4.49], [-1.52, 2.97, 5.68], [-0.72, 3.02, 3.45], [0.41, 3.80, 3.74], [1.47, 3.78, 2.84], [1.38, 2.96, 1.71], [0.32, 2.20, 1.44], [-0.70, 2.19, 2.32], [-3.56, 0.29, 5.39], [-4.60, 0.97, 6.68], [-2.88, 1.39, 6.64], [-5.06, 2.28, 4.69], [-4.09, 3.28, 5.81], [-3.35, 2.69, 1.96], [-4.73, 3.19, 2.91], [-2.19, 4.81, 2.37], [-3.84, 5.19, 1.89], [-3.42, 5.29, 3.59], [0.44, 4.40, 4.65], [2.36, 4.36, 2.99], [2.21, 2.88, 1.02], [-1.53, 1.50, 2.15]], "homo_lumo_gap_ev": [2.89, 3.25], "e_tot_ha": -2514.8529, "relative_energy_kcal_mol": 6.7, "total_charge": 3, "largest_force_ev_per_a": 3.88}

---

{"formula": "C29H43Cl10N2O5", "method": "the ωB97M-V functional and the def2-TZVPD basis", "symbols": ["C", "C", "C", "C", "C", "C", "C", "C", "C", "C", "O", "C", "O", "C", "C", "N", "C", "C", "C", "N", "C", "C", "C", "C", "C", "C", "C", "O", "C", "O", "O", "H", "H", "H", "H", "H", "H", "H", "H", "H", "H", "H", "H", "H", "H", "H", "H", "H", "H", "H", "H", "H", "H", "H", "H", "H", "H", "H", "H", "H", "H", "H", "H", "H", "C", "Cl", "Cl", "H", "H", "C", "Cl", "Cl", "H", "H", "C", "Cl", "Cl", "H", "H", "C", "Cl", "Cl", "H", "H", "C", "Cl", "Cl", "H", "H"], "positions_angstrom": [[0.99, 2.64, 3.00], [1.31, 2.89, 1.89], [1.70, 3.03, 0.49], [0.50, 3.18, -0.51], [0.96, 4.06, -1.69], [2.35, 3.75, -2.26], [2.42, 2.41, -3.02], [3.18, 1.32, -2.26], [3.87, 0.31, -3.18], [4.43, -0.83, -2.34], [5.89, -0.70, -2.24], [6.28, -0.63, -0.95], [6.41, 0.43, -0.39], [6.52, -1.89, -0.21], [7.07, -1.90, 1.00], [-0.61, 3.74, 0.25], [-1.85, 3.87, -0.52], [-2.84, 2.72, -0.25], [-3.77, 2.48, -1.44], [-4.18, 1.08, -1.57], [-5.14, 0.70, -0.55], [-5.37, -0.81, -0.58], [-6.61, -1.37, -0.87], [-6.73, -2.76, -0.92], [-5.65, -3.58, -0.68], [-4.42, -3.04, -0.37], [-4.27, -1.66, -0.32], [-3.02, -1.16, -0.05], [0.11, 1.74, -0.96], [0.44, 0.80, -0.22], [-0.55, 1.64, -2.02], [0.78, 2.39, 4.01], [2.25, 3.98, 0.43], [2.39, 2.26, 0.18], [0.26, 3.90, -2.51], [0.87, 5.11, -1.40], [2.54, 4.52, -3.02], [3.16, 3.86, -1.54], [1.41, 2.05, -3.23], [2.91, 2.53, -3.98], [2.49, 0.74, -1.64], [3.91, 1.77, -1.58], [3.16, -0.08, -3.91], [4.68, 0.82, -3.70], [4.04, -0.79, -1.32], [4.20, -1.81, -2.75], [6.21, -2.82, -0.68], [7.61, -1.04, 1.38], [6.98, -2.80, 1.60], [-0.32, 4.68, 0.51], [-1.71, 3.96, -1.60], [-2.33, 4.79, -0.21], [-2.32, 1.80, 0.00], [-3.48, 2.97, 0.60], [-3.25, 2.74, -2.37], [-4.63, 3.17, -1.40], [-4.60, 0.91, -2.47], [-4.80, 0.99, 0.44], [-6.12, 1.15, -0.70], [-7.49, -0.77, -1.09], [-7.70, -3.19, -1.15], [-5.73, -4.66, -0.74], [-3.55, -3.65, -0.17], [-3.01, -0.75, 0.83], [-10.12, 1.12, -2.05], [-11.19, 0.73, -0.69], [-8.47, 1.44, -1.52], [-10.11, 0.27, -2.73], [-10.51, 2.00, -2.55], [7.86, -1.04, 4.53], [7.23, -2.66, 4.88], [9.08, -1.08, 3.26], [7.04, -0.41, 4.20], [8.31, -0.64, 5.43], [4.08, -3.40, 6.81], [4.49, -3.80, 8.48], [3.06, -4.63, 6.06], [3.55, -2.45, 6.79], [5.00, -3.32, 6.24], [-0.03, -7.01, 5.53], [-0.70, -7.60, 4.00], [0.45, -8.35, 6.58], [0.84, -6.40, 5.32], [-0.78, -6.42, 6.04], [-1.50, -1.37, -3.50], [-2.25, -2.85, -2.86], [-0.25, -1.75, -4.70], [-2.26, -0.78, -3.97], [-1.04, -0.81, -2.68]], "homo_lumo_gap_ev": 6.81, "e_tot_ha": -6218.3858, "total_charge": -1, "largest_force_ev_per_a": 1.66}

---

{"formula": "C47H49Cl4N9", "method": "the ωB97M-V functional and the def2-TZVPD basis", "symbols": ["N", "C", "C", "C", "C", "C", "H", "H", "H", "H", "H", "N", "C", "C", "C", "C", "C", "H", "H", "H", "H", "H", "N", "C", "C", "C", "C", "C", "H", "H", "H", "H", "H", "N", "C", "C", "C", "C", "C", "H", "H", "H", "H", "H", "N", "C", "C", "C", "C", "C", "H", "H", "H", "H", "H", "N", "C", "C", "C", "C", "C", "H", "H", "H", "H", "H", "N", "C", "C", "C", "C", "C", "H", "H", "H", "H", "H", "N", "C", "C", "C", "C", "C", "H", "H", "H", "H", "H", "N", "C", "C", "C", "C", "C", "H", "H", "H", "H", "H", "C", "Cl", "Cl", "H", "H", "C", "Cl", "Cl", "H", "H"], "positions_angstrom": [[-0.68, -5.08, 4.38], [-0.30, -5.89, 3.37], [-0.44, -5.55, 2.01], [-1.04, -4.35, 1.63], [-1.46, -3.51, 2.67], [-1.19, -3.87, 4.00], [0.16, -6.82, 3.67], [-0.18, -6.21, 1.20], [-1.26, -4.11, 0.60], [-1.85, -2.53, 2.46], [-1.40, -3.22, 4.84], [1.88, 0.61, -6.13], [0.62, 0.03, -6.01], [-0.15, 0.00, -4.86], [0.44, 0.51, -3.71], [1.75, 1.10, -3.76], [2.41, 1.10, -5.01], [0.10, -0.36, -6.87], [-1.16, -0.36, -4.98], [-0.16, 0.67, -2.82], [2.22, 1.52, -2.88], [3.48, 1.23, -5.09], [4.45, -1.62, 3.51], [3.89, -0.53, 2.86], [2.56, -0.25, 2.88], [1.69, -1.04, 3.59], [2.21, -2.16, 4.31], [3.59, -2.38, 4.22], [4.56, 0.09, 2.28], [2.08, 0.52, 2.29], [0.62, -0.89, 3.55], [1.53, -2.83, 4.82], [4.10, -3.26, 4.59], [4.58, -0.15, -0.76], [5.14, -0.53, -1.94], [5.52, 0.29, -3.00], [5.35, 1.68, -2.82], [4.77, 2.17, -1.63], [4.45, 1.23, -0.65], [5.18, -1.58, -2.19], [6.01, -0.07, -3.89], [5.68, 2.38, -3.58], [4.54, 3.21, -1.48], [3.98, 1.57, 0.27], [2.36, -4.12, -3.33], [2.00, -4.93, -2.30], [1.70, -4.45, -1.06], [1.71, -3.09, -0.78], [2.06, -2.24, -1.81], [2.42, -2.78, -3.06], [1.93, -5.98, -2.55], [1.41, -5.18, -0.31], [1.39, -2.73, 0.18], [2.06, -1.17, -1.67], [2.62, -2.17, -3.92], [-3.20, 1.98, 1.67], [-4.39, 2.50, 1.24], [-5.45, 2.72, 2.09], [-5.25, 2.51, 3.49], [-4.04, 2.11, 3.94], [-2.99, 1.86, 3.03], [-4.50, 2.62, 0.17], [-6.43, 3.06, 1.79], [-6.07, 2.68, 4.18], [-3.97, 1.93, 5.01], [-2.02, 1.53, 3.38], [-3.05, -4.18, -3.16], [-3.31, -3.47, -1.99], [-2.53, -2.47, -1.53], [-1.37, -2.13, -2.27], [-1.01, -2.89, -3.38], [-1.91, -3.91, -3.85], [-4.20, -3.73, -1.45], [-2.79, -1.94, -0.63], [-0.83, -1.24, -1.98], [-0.09, -2.69, -3.92], [-1.72, -4.32, -4.83], [-3.04, 5.20, -1.09], [-2.22, 4.82, -0.10], [-0.95, 4.18, -0.36], [-0.58, 3.95, -1.64], [-1.51, 4.27, -2.69], [-2.70, 4.93, -2.37], [-2.57, 4.88, 0.92], [-0.41, 3.88, 0.53], [0.33, 3.43, -1.88], [-1.33, 4.06, -3.74], [-3.43, 5.18, -3.13], [0.49, 3.68, 2.81], [1.45, 3.23, 3.59], [1.29, 3.00, 4.92], [0.08, 3.38, 5.54], [-0.92, 4.01, 4.78], [-0.67, 4.10, 3.41], [2.38, 3.03, 3.09], [2.15, 2.66, 5.47], [-0.09, 3.20, 6.59], [-1.75, 4.52, 5.24], [-1.43, 4.48, 2.75], [-4.54, 0.73, -2.21], [-2.83, 1.12, -1.97], [-4.98, 0.98, -3.93], [-4.65, -0.32, -1.93], [-5.15, 1.42, -1.62], [-0.35, 0.83, 0.60], [-0.53, -0.91, 0.90], [1.12, 1.13, -0.36], [-1.20, 1.19, 0.02], [-0.26, 1.32, 1.57]], "multiplicity": 2, "homo_lumo_gap_ev": [6.75, 2.59], "e_tot_ha": -4153.4959, "total_charge": 1, "s2": 0.767, "largest_force_ev_per_a": 3.18}

---

{"formula": "C12H17F3IN3O3P", "method": "the ωB97M-V functional and the def2-TZVPD basis", "symbols": ["C", "C", "C", "C", "C", "C", "C", "N", "C", "N", "N", "P", "O", "I", "C", "F", "F", "F", "C", "H", "H", "H", "H", "H", "H", "H", "H", "H", "H", "H", "H", "H", "O", "C", "C", "O", "H", "H", "H", "H"], "positions_angstrom": [[-0.62, 4.88, 2.51], [-1.37, 3.66, 2.03], [-2.66, 3.83, 1.55], [-3.39, 2.73, 1.11], [-2.81, 1.47, 1.15], [-1.50, 1.28, 1.60], [-0.85, -0.07, 1.61], [-0.25, -0.43, 0.28], [1.06, -0.95, 0.38], [1.40, -2.28, 0.65], [2.06, -0.05, 0.16], [3.73, -0.33, 0.21], [4.15, 1.06, -0.59], [4.18, -2.23, -1.43], [-1.12, -1.22, -0.51], [-1.62, -2.29, 0.13], [-0.50, -1.66, -1.59], [-2.18, -0.52, -0.92], [-0.80, 2.40, 2.05], [-0.70, 5.66, 1.77], [0.41, 4.66, 2.75], [-1.11, 5.25, 3.41], [-3.13, 4.80, 1.52], [-4.39, 2.82, 0.73], [-3.37, 0.61, 0.82], [-1.54, -0.83, 1.98], [-0.02, -0.01, 2.29], [0.67, -2.72, 1.20], [1.49, -2.83, -0.22], [1.77, 0.88, -0.09], [5.02, 1.31, -0.26], [0.21, 2.29, 2.42], [0.34, -3.30, -5.15], [0.22, -3.54, -3.90], [1.71, -4.25, -3.29], [1.58, -4.51, -2.04], [-0.52, -4.30, -3.58], [0.10, -2.67, -3.22], [2.48, -3.49, -3.58], [1.87, -5.11, -3.97]], "homo_lumo_gap_ev": 2.96, "e_tot_ha": -1795.9955, "total_charge": -1, "largest_force_ev_per_a": 2.80}